1.
This record from OMol25 describes a 2-piece molecular cluster, C5H8O overall. The level of theory is wB97M-V/def2-TZVPD.

Last column: Mulliken charge in e.
CARTESIAN COORDINATES (ANGSTROEM)
1 C 1.62146 -0.19813 0.41575  -1.118
2 C 0.90095 0.77028 -0.51725  0.058
3 C -0.36719 0.47757 -1.26990  -0.543
4 C -0.47995 1.30757 -0.28314  -0.377
5 H 0.95281 -0.75499 1.08055  0.260
6 H 2.31470 0.36515 1.05231  0.322
7 H 2.22264 -0.91675 -0.15578  0.269
8 H 1.60134 1.45336 -1.00408  0.393
9 H -0.84358 -0.04807 -2.08565  0.410
10 H -1.10317 1.92771 0.34446  0.360
11 C -1.70119 -1.08941 0.60808  -0.246
12 O -1.47749 -0.61992 1.69483  -0.411
13 H -1.07060 -1.88706 0.16545  0.324
14 H -2.54726 -0.75983 -0.02648  0.299

Calculated values
energy relative to the best compared isomer or geometry (same formula, charge and spin) = 3.854 eV
E_tot = -270.41626 hartree
total charge = 0
lowest unoccupied orbital energy = 0.82 eV
SMILES = CC1C=C1.C=O
frontier orbital gap = 10.270 eV

***

2.
This record from OMol25 describes C50H47BCl3F4N5OP2S2SiTeY as an isolated structure in a non-equilibrium geometry. The level of theory is wB97M-V/def2-TZVPD.

Last column: Mulliken charge in e.
CARTESIAN COORDINATES (ANGSTROEM)
1 Y 0.87293 0.08805 0.50337  -0.476
2 S 0.67630 -0.97874 3.34408  -0.643
3 P 1.54276 -2.48813 2.34950  1.715
4 C 1.81050 -2.13017 0.76433  -0.371
5 P 2.89043 -2.26192 -0.48660  2.396
6 S 3.17080 -0.50497 -1.33120  -0.734
7 C 2.55067 -3.53837 -1.81859  0.257
8 C 1.32105 -4.11061 -1.84523  0.400
9 C 1.04010 -5.02697 -2.85455  -0.982
10 C 1.93301 -5.26454 -3.89020  -0.649
11 C 3.19865 -4.61138 -3.84287  -0.534
12 C 3.49108 -3.81541 -2.80722  -0.868
13 C 4.63947 -2.88655 -0.08926  -0.370
14 C 5.81549 -2.13047 -0.26875  -0.186
15 C 6.99718 -2.59948 0.19274  -0.579
16 C 7.07850 -3.88378 0.75846  -0.621
17 C 5.93917 -4.63654 1.01886  -0.734
18 C 4.70723 -4.09579 0.55108  0.114
19 C 3.02721 -2.82814 3.29686  0.432
20 C 4.14355 -1.97668 2.91216  -0.358
21 C 5.35204 -2.08064 3.59794  -1.129
22 C 5.33280 -2.90252 4.73618  -0.402
23 C 4.28162 -3.68116 5.12404  -1.037
24 C 3.14511 -3.70286 4.34074  -0.154
25 C 0.59407 -4.08892 2.50066  0.289
26 C -0.15024 -4.35817 3.59501  -0.010
27 C -0.68865 -5.64387 3.88894  -0.789
28 C -0.52143 -6.60100 2.94866  -0.831
29 C 0.08234 -6.31328 1.72014  -1.244
30 C 0.78060 -5.10140 1.53274  -0.135
31 H 0.63375 -3.94815 -1.01385  0.218
32 H 0.07070 -5.49200 -2.95318  0.444
33 H 1.74764 -5.99784 -4.67672  0.353
34 H 3.98038 -4.85942 -4.52907  0.388
35 H 4.42669 -3.27590 -2.68012  0.318
36 H 5.71482 -1.08968 -0.66454  0.271
37 H 7.94480 -2.13337 0.26649  0.440
38 H 8.04279 -4.33473 0.92852  0.369
39 H 5.88080 -5.55504 1.54784  0.498
40 H 3.82534 -4.67677 0.61503  0.189
41 H 4.00315 -1.18091 2.22466  0.397
42 H 6.17800 -1.50024 3.40619  0.631
43 H 6.27174 -2.86682 5.30972  0.291
44 H 4.41840 -4.20474 6.02757  0.446
45 H 2.29264 -4.32627 4.62692  0.327
46 H -0.39340 -3.49208 4.27303  0.289
47 H -1.16944 -5.85496 4.84297  0.715
48 H -0.95414 -7.57494 3.16702  0.335
49 H 0.22247 -7.03610 0.97440  0.547
50 H 1.39789 -4.94236 0.65566  0.240
51 F 4.06391 2.71742 0.45619  -0.363
52 B 3.22178 2.82901 1.50325  0.309
53 F 3.88417 2.48825 2.70370  -0.382
54 F 2.49132 4.00378 1.51371  -0.312
55 F 2.08586 1.78050 1.36579  -0.440
56 N -2.80790 -1.64938 1.60697  -0.080
57 C -2.89029 -2.78929 0.83319  0.661
58 N -3.68664 -3.81863 1.11669  -0.267
59 N -2.14118 -3.01339 -0.26424  -0.736
60 C -1.35821 -2.04745 -0.67652  0.834
61 N -0.67365 -1.16486 -0.96214  -0.512
62 H -3.31349 -1.62080 2.48710  0.261
63 H -2.06257 -0.91188 1.57531  0.044
64 H -3.99372 -3.94508 2.05491  0.020
65 H -3.56691 -4.60764 0.53107  0.264
66 Cl -3.58263 -4.07735 4.64981  -0.262
67 Si -4.43365 -6.08508 4.59636  0.011
68 Cl -4.80383 -6.35198 6.70280  -0.356
69 Cl -6.51721 -5.55570 4.14460  -0.376
70 C -3.09439 8.09873 0.06332  -1.792
71 C -2.60639 6.87391 -0.58253  0.695
72 C -1.35298 6.34639 -0.41473  -1.041
73 C -0.94165 5.11630 -0.93839  1.545
74 C 0.44959 4.66233 -0.74945  -1.971
75 C -1.84188 4.43325 -1.74160  0.121
76 Te -1.25235 2.66171 -2.70649  0.362
77 N -0.62137 1.73459 -0.49878  -0.458
78 C -1.39159 1.53325 0.48065  1.418
79 O -0.99286 0.66759 1.46901  -0.793
80 C -2.66513 2.29040 0.80669  0.074
81 C -2.64850 3.41281 1.63867  -0.116
82 C -3.80275 4.15329 1.82416  -0.672
83 C -5.04744 3.75929 1.35743  -0.651
84 C -5.07993 2.64259 0.55251  -0.690
85 C -3.91027 1.92845 0.28403  -0.002
86 C -1.71300 3.70992 -4.68243  -1.106
87 C -2.39847 2.91655 -5.65460  -0.203
88 C -2.91396 3.49392 -6.84392  -0.736
89 C -2.63019 4.89837 -7.01323  -0.374
90 C -1.93515 5.64390 -6.07602  -0.835
91 C -1.40911 5.01150 -4.95573  1.950
92 C -0.45425 5.78512 -4.00909  -1.305
93 C -3.14204 4.92593 -1.94178  1.615
94 C -4.14886 4.25707 -2.82616  -1.676
95 C -3.47834 6.12962 -1.32937  -0.910
96 H -2.25826 8.65678 0.40584  0.460
97 H -3.67641 7.79400 0.88363  0.290
98 H -3.65680 8.76996 -0.61892  0.350
99 H -0.62769 6.94039 0.10677  0.331
100 H 0.47467 3.77222 -0.19810  0.164
101 H 0.96028 5.38815 -0.10283  0.407
102 H 1.04153 4.54511 -1.67519  0.241
103 H -1.69487 3.70690 2.09321  0.497
104 H -3.82372 5.03387 2.40837  0.491
105 H -5.95417 4.29112 1.61916  0.412
106 H -5.99742 2.18370 0.28532  0.475
107 H -3.93868 0.93861 -0.21126  0.359
108 H -2.71083 1.89192 -5.49865  0.391
109 H -3.38155 2.86774 -7.61970  0.372
110 H -3.06853 5.45521 -7.83896  0.322
111 H -1.70337 6.69833 -6.25430  0.397
112 H -0.94818 6.34863 -3.23347  0.227
113 H 0.12880 6.46467 -4.65085  0.557
114 H 0.17318 5.02802 -3.56824  0.144
115 H -4.30612 3.18460 -2.52293  0.173
116 H -3.78553 4.19280 -3.89207  0.022
117 H -5.15910 4.70068 -2.78918  0.485
118 H -4.56856 6.37615 -1.36890  0.197

Calculated values
energy relative to the best compared isomer or geometry (same formula, charge and spin) = 1.476 eV
E_tot = -6162.94377 hartree
total charge = -2
lowest unoccupied orbital energy (spin up / spin down) = 3.29 / 1.08 eV
spin multiplicity = 2
frontier orbital gap (spin up / spin down) = 6.591 / 4.356 eV

***

Question: Which formula does entry 1 have?
Answer: C5H8O

***

Question: Which formula does entry 1 have?
Answer: C5H8O